(1)
A molecular structure, C30H35FeN8PS6, computed with the ωB97M-V functional and the def2-TZVPD basis.

As for the gap between HOMO and LUMO (spin up / spin down): 6.3 / 4.8 eV. As for the total charge: +1. The spin multiplicity is 6. The value obtained for the energy above the lowest of the compared OMol25 structures with the same formula, charge and spin is 0.000 eV.

Atoms and positions in Å:
C1 0.64 -0.05 1.30
C2 -0.45 -2.87 -3.00
H1 -1.50 6.65 0.08
C3 -0.42 -1.59 -3.69
C4 0.07 -4.04 -3.56
N1 -1.95 2.73 -3.53
H2 0.34 -6.15 -3.29
H3 0.36 -0.44 3.40
S1 -2.75 1.06 -1.63
N2 -0.55 -0.53 0.87
H4 -1.01 -4.33 3.36
H5 0.77 2.64 1.86
H6 -1.65 3.30 -1.32
H7 5.56 -2.67 -0.79
H8 4.10 1.35 2.37
H9 2.58 0.39 4.05
H10 4.76 -1.08 -0.99
C5 -0.15 3.17 2.09
H11 -0.65 -2.15 -5.75
C6 1.50 0.55 0.36
C7 5.44 -1.67 -0.38
N3 -0.79 -0.55 -3.01
C8 1.98 -4.89 2.13
C9 -0.05 -5.23 -2.88
N4 -2.18 5.20 1.38
H12 -3.44 -4.38 2.93
C10 2.28 0.43 3.02
H13 -0.83 6.44 2.36
H14 -0.09 -0.49 -5.47
C11 2.58 -3.15 0.21
H15 0.37 -2.52 2.44
C12 -1.10 5.38 2.33
H16 -3.60 3.81 0.75
P1 -1.52 2.50 0.99
C13 -0.68 -5.23 -1.64
H17 -0.79 -6.14 -1.06
S2 4.80 -1.80 1.32
H18 0.00 2.84 -0.90
H19 1.02 -1.85 -5.22
H20 0.83 6.04 0.69
C14 -2.67 -1.53 1.30
H21 3.38 1.49 0.00
N5 -0.96 0.64 -3.60
C15 0.54 4.98 0.69
C16 -1.27 -1.50 1.52
H22 1.39 4.36 0.40
H23 -2.89 3.08 -3.44
C17 -1.47 -3.55 2.78
S3 2.36 -2.26 -1.19
N6 -0.55 4.81 -0.37
H24 6.40 -1.18 -0.28
C18 -2.74 3.86 1.43
S4 1.47 -4.51 0.51
H25 1.17 0.56 -0.68
C19 3.50 -2.96 1.21
H26 -2.58 5.42 -0.63
N7 -1.06 -2.88 -1.79
C20 1.04 -0.06 2.65
H27 -1.62 -3.98 -0.16
S5 3.34 -3.92 2.66
C21 -0.88 3.38 -0.55
H28 -3.11 3.68 2.44
H29 -1.57 2.84 -4.47
C22 2.72 1.06 0.74
C23 -0.69 -2.53 2.28
C24 -1.80 1.45 -3.04
H30 -0.41 2.95 3.13
Fe1 -1.40 -0.84 -0.95
H31 -1.43 5.08 3.32
C25 3.13 0.98 2.07
H32 -0.23 5.19 -1.26
C26 -1.77 5.59 0.09
H33 0.57 -4.01 -4.51
N8 0.07 4.60 1.96
H34 -3.14 -0.69 0.79
C27 -1.15 -4.03 -1.14
C28 -2.84 -3.58 2.54
S6 1.27 -6.03 3.05
H35 -4.50 -2.58 1.62
C29 -3.43 -2.57 1.80
C30 -0.01 -1.52 -5.13

=====

(2)
C30H35N3O5S in the gas phase, computed with the ωB97M-V functional and the def2-TZVPD basis.

As for the SMILES: CCOc1ccc(S(=O)(=O)N(C)c2ccc(OCC(=O)N3c4ccc(C)cc4[C@@H]4CN(C)CC[C@@H]43)cc2)cc1. As for the gap between HOMO and LUMO: 8.5 eV. The value obtained for the energy above the lowest of the compared OMol25 structures with the same formula, charge and spin is 0.229 eV.

Atoms and positions in Å:
H1 4.66 -3.80 4.08
O1 6.11 -2.92 2.25
C1 -5.34 1.97 -1.63
C2 0.29 1.11 -3.29
C3 6.94 -2.53 1.16
C4 -0.94 4.44 -2.51
H2 -0.64 -1.07 3.53
H3 0.68 1.97 -3.85
H4 -3.35 6.64 -0.08
H5 -4.11 1.07 -3.15
H6 -0.40 4.90 0.76
O2 -0.03 -4.46 0.49
C5 -0.09 -2.00 3.40
H7 7.84 -4.47 0.88
C6 0.68 0.17 -1.13
H8 -0.26 4.31 -3.34
C7 -1.63 3.47 -0.25
S1 0.34 -4.03 1.80
H9 0.96 -1.86 3.71
C8 -4.23 3.31 0.02
H10 -6.72 2.58 1.18
H11 -2.76 7.24 -1.63
C9 4.12 -3.04 0.84
H12 6.46 -1.74 0.57
N1 -1.47 5.97 -0.62
C10 -0.60 5.73 -1.74
C11 -4.14 1.70 -2.27
C12 -2.82 6.36 -0.98
H13 -0.65 6.58 -2.42
C13 2.10 -3.80 1.88
C14 0.11 -1.55 1.00
C15 -3.03 3.07 -0.62
N2 -1.66 2.14 -2.21
H14 -4.26 3.92 0.91
C16 -6.71 3.04 0.19
H15 -1.95 4.53 -2.91
O3 1.03 1.08 -2.09
C17 -1.23 1.24 -3.12
H16 -2.12 5.06 1.13
H17 -1.14 -2.58 -0.39
C18 -2.99 2.26 -1.76
H18 2.22 -4.34 3.94
H19 6.47 -4.17 -0.18
H20 7.83 -2.11 1.65
C19 1.26 0.37 0.13
H21 0.42 5.66 -1.35
H22 1.93 1.21 0.26
H23 8.01 -3.37 -0.50
H24 -6.25 1.55 -2.03
C20 4.80 -3.20 2.04
H25 1.45 -0.30 2.13
C21 2.77 -3.33 0.77
H26 -1.27 2.75 0.50
C22 4.11 -3.68 3.16
C23 0.98 -0.48 1.17
H27 -7.54 2.65 -0.38
C24 7.34 -3.71 0.28
H28 2.22 -3.22 -0.15
C25 -0.47 -1.74 -0.25
C26 -0.89 3.22 -1.58
O4 -1.98 0.54 -3.77
C27 -0.18 -0.90 -1.31
N3 -0.21 -2.44 2.03
C28 -1.40 4.88 0.32
H29 -0.53 -2.78 4.02
H30 4.61 -2.67 -0.05
O5 -0.11 -4.79 2.93
C29 -5.40 2.77 -0.50
C30 2.77 -3.97 3.09
H31 -3.40 5.58 -1.50
H32 -6.85 4.11 0.32
H33 0.15 2.93 -1.41
H34 -0.65 -1.08 -2.26
H35 0.47 0.21 -3.89

=====

(3)
A gas-phase ion, C30H35N5O9P (charge -1), computed with the ωB97M-V functional and the def2-TZVPD basis.

As for the gap between HOMO and LUMO: 6.8 eV. As for the total charge: -1.

Atoms and positions in Å:
H1 1.86 -0.31 1.54
H2 -1.38 -5.56 0.29
N1 1.37 -2.90 -4.64
O1 -4.99 4.17 1.16
C1 -0.96 -1.42 -1.50
C2 -2.65 4.12 0.72
H3 3.35 0.20 2.25
P1 0.51 1.75 3.28
C3 -0.29 -3.81 0.77
O2 -1.64 -2.07 -5.96
H4 2.96 -1.55 2.20
H5 3.99 -0.79 -2.27
H6 -3.13 4.66 -3.10
C4 2.57 -0.54 2.34
C5 -4.00 4.78 0.88
C6 -1.31 -1.13 -2.82
C7 1.85 -0.39 3.68
C8 0.91 -2.73 -2.24
C9 2.13 -3.59 -1.94
N2 3.14 -1.30 -2.07
C10 -1.81 -0.78 -0.45
H7 0.36 4.61 5.40
C11 -1.75 1.45 1.59
H8 2.76 -0.92 -1.21
H9 0.29 1.66 0.97
H10 5.17 -3.00 -0.94
O3 1.86 2.33 3.25
O4 -2.19 -1.37 0.54
C12 0.78 3.88 6.10
C13 -3.48 4.53 -2.08
H11 1.99 -3.98 -0.94
H12 4.51 -2.27 -3.62
H13 -0.34 2.08 6.47
O5 2.86 -1.22 -5.38
C14 -0.86 -1.33 -5.33
H14 1.86 4.00 6.03
N3 -0.34 -4.11 2.00
H15 1.20 1.82 5.71
H16 0.15 -3.41 2.55
H17 -3.11 5.32 -1.43
O6 -3.33 -0.43 -3.89
C15 3.43 -2.73 -1.94
H18 4.06 -2.26 -0.02
C16 -0.34 2.11 1.74
C17 0.33 2.48 5.71
C18 -2.58 0.90 -2.07
H19 -1.97 4.88 0.32
C19 -3.00 2.14 -2.49
H20 1.50 -2.70 0.44
H21 -3.29 2.29 -3.52
O7 -0.24 -0.33 -5.76
C20 -2.20 0.63 -0.76
H22 -1.78 -4.17 -0.73
H23 2.16 -4.37 -2.71
H24 2.46 0.14 4.40
O8 -0.34 2.46 4.44
N4 4.31 -3.09 -3.06
H25 -0.36 3.17 1.53
C21 2.16 -2.04 -5.01
H26 0.50 4.12 7.12
H27 0.09 -1.75 0.92
H28 -4.05 5.88 0.74
H29 3.86 -3.76 -3.67
H30 -2.25 3.87 1.70
C22 -2.22 1.67 0.17
H31 -4.57 4.60 -2.11
C23 0.13 -2.23 -1.18
C24 -2.64 2.95 -0.25
C25 -0.97 -4.69 -0.23
C26 -2.50 -0.24 -3.04
C27 0.43 -2.54 0.27
H32 -1.63 0.40 1.81
C28 -3.03 3.18 -1.57
C29 0.55 -2.41 -3.53
H33 -0.26 -5.03 -0.98
O9 0.53 0.18 3.56
C30 -0.55 -1.63 -3.87
H34 -2.46 1.87 2.31
N5 4.18 -3.01 -0.69
H35 1.68 -1.38 4.09

=====

(4)
A molecular structure, C30H35NPdS4Sb, computed with the ωB97M-V functional and the def2-TZVPD basis.

As for the gap between HOMO and LUMO: 4.1 eV. As for the total charge: +3. The value obtained for the energy above the lowest of the compared OMol25 structures with the same formula, charge and spin is 0.000 eV.

Atoms and positions in Å:
H1 -2.17 3.35 -1.54
C1 -4.68 0.89 4.43
C2 -2.75 -0.52 4.71
H2 -3.71 2.50 -1.54
H3 1.34 1.84 -2.57
C3 -2.87 -0.88 0.83
H4 0.86 -2.73 -0.12
C4 1.01 -1.58 4.06
H5 0.17 3.39 4.15
H6 -2.06 2.22 -3.60
Sb1 0.10 0.29 3.87
S1 -1.66 -1.57 -0.33
C5 -3.90 1.86 3.81
H7 2.93 -0.72 3.56
H8 -1.94 2.40 3.15
H9 2.95 -4.86 4.63
C6 3.80 -1.15 -0.78
H10 -3.67 -2.08 -1.52
C7 3.91 0.01 -1.39
H11 -3.97 0.22 -0.68
C8 0.33 -2.73 4.46
C9 -4.11 -0.29 4.88
H12 -5.74 1.07 4.58
Pd1 -0.29 0.51 -0.34
S2 -3.34 0.23 -3.25
C10 2.18 1.92 -1.87
N1 1.64 -0.22 -0.80
C11 2.05 1.20 5.97
C12 2.41 -3.94 4.47
C13 1.14 1.67 5.03
H13 -4.35 2.79 3.49
C14 -3.51 0.37 0.30
C15 -2.18 1.54 -2.75
H14 -1.20 1.08 -2.57
C16 1.03 -3.91 4.67
C17 2.44 3.47 6.66
C18 2.53 0.61 -1.37
S3 0.62 1.20 1.75
H15 2.48 -3.19 0.51
C19 2.39 -1.61 3.86
H16 -4.72 -1.04 5.38
H17 2.96 4.18 7.30
H18 -2.32 -1.43 5.09
H19 -2.33 -3.13 -1.96
C20 2.70 2.11 6.79
H20 -2.29 -0.68 1.73
C21 1.53 3.93 5.71
H21 3.01 2.42 -2.37
C22 -2.37 -1.29 -3.08
H22 -3.61 -1.65 1.06
H23 2.25 0.14 6.09
H24 0.51 -4.80 4.99
H25 -4.26 0.76 0.99
C23 1.78 -2.37 0.36
C24 0.88 3.03 4.89
H26 1.85 2.54 -1.02
H27 -2.68 -1.92 -3.92
H28 -1.31 -1.06 -3.23
H29 4.78 0.48 -1.82
H30 4.56 -1.90 -0.58
C25 -2.55 1.64 3.63
H31 1.46 -1.98 1.35
C26 3.09 -2.80 4.06
H32 -0.74 -2.72 4.62
C27 -2.63 2.36 -1.54
C28 2.34 -1.28 -0.38
H33 1.33 4.99 5.62
H34 3.39 1.76 7.54
H35 4.16 -2.82 3.92
C29 -1.98 0.45 4.07
C30 -2.61 -2.09 -1.81
S4 -2.23 1.67 0.09

=====

(5)
A molecular structure, C30H36AsMnN2O9Te, computed with the ωB97M-V functional and the def2-TZVPD basis.

As for the gap between HOMO and LUMO (spin up / spin down): 8.7 / 8.5 eV. The spin multiplicity is 3. The value obtained for the energy above the lowest of the compared OMol25 structures with the same formula, charge and spin is 0.901 eV.

Atoms and positions in Å:
C1 -4.69 -2.01 -0.49
H1 -4.15 -4.30 8.29
H2 -7.03 -0.73 -0.68
C2 -1.95 -1.92 5.04
C3 -4.06 -3.62 5.75
H3 -2.87 4.04 4.84
O1 0.22 -4.17 1.42
H4 0.01 -0.84 -3.36
H5 -7.11 1.06 3.19
H6 -8.46 1.48 -0.01
H7 -8.90 1.50 1.70
H8 -3.14 3.01 0.01
C4 -6.62 0.43 2.45
C5 0.05 -3.07 0.96
C6 0.89 -1.47 -3.29
Mn1 -0.29 -0.40 0.66
N1 -1.94 -0.05 2.25
H9 -5.45 -4.61 3.83
C7 -5.40 -0.14 2.78
C8 -0.72 -1.10 4.73
C9 -2.96 3.81 3.78
H10 -5.27 1.00 4.59
C10 -4.77 -0.94 1.82
C11 -5.35 -1.17 0.57
O2 -0.41 -3.61 -1.35
C12 -2.52 2.59 3.31
N2 1.87 0.95 1.96
H11 2.13 -3.25 -0.97
C13 -2.13 1.00 1.42
H12 -5.07 -0.74 4.83
H13 -0.33 -1.31 3.73
H14 3.74 0.64 -1.38
As1 1.85 -0.89 -1.74
H15 -4.36 -4.17 2.52
O3 0.86 0.04 -0.75
C14 -2.60 2.30 1.95
H16 -3.60 -2.71 8.80
H17 -9.30 0.10 0.70
C15 -6.57 -0.57 0.29
H18 -5.28 -2.02 -1.40
C16 -3.50 4.74 2.90
H19 -4.57 -3.05 -0.17
C17 -4.84 0.09 4.16
H20 1.52 -1.37 -4.18
C18 -0.59 -2.83 -0.44
C19 -3.19 -3.16 6.74
H21 2.76 1.17 -2.77
C20 -8.54 0.87 0.89
H22 3.71 -2.42 -1.05
H23 -2.07 1.86 3.97
O4 0.32 -1.93 1.56
H24 -2.43 -4.00 8.56
H25 -3.99 5.19 0.86
C21 -3.58 4.45 1.54
O5 -1.78 0.93 0.21
H26 -0.92 -0.03 4.79
H27 -3.76 0.20 4.14
C22 -7.22 0.23 1.22
C23 -3.11 3.24 1.06
C24 -2.15 -2.33 6.36
H28 3.91 -0.18 -2.96
O6 2.56 0.09 1.43
H29 2.58 -2.05 0.28
H30 -4.85 -4.30 6.02
H31 -3.69 -1.64 -0.75
H32 -5.60 -3.03 3.07
H33 -1.42 -2.02 7.10
H34 0.58 -2.50 -3.13
C25 -2.90 -2.34 4.10
C26 -3.92 -3.22 4.43
O7 -1.24 -1.71 -0.47
O8 2.30 1.84 2.66
O9 0.56 0.90 1.81
H35 0.06 -1.34 5.45
Te1 -2.84 -1.76 2.06
C27 -4.89 -3.78 3.41
H36 -3.85 5.69 3.27
C28 -3.36 -3.57 8.18
C29 2.66 -2.33 -0.77
C30 3.22 0.31 -2.28

=====

(6)
A molecular structure, C30H36BN3O3PtS3, computed with the ωB97M-V functional and the def2-TZVPD basis.

As for the gap between HOMO and LUMO (spin up / spin down): 6.9 / 4.5 eV. As for the total charge: +2. The spin multiplicity is 5. The value obtained for the energy above the lowest of the compared OMol25 structures with the same formula, charge and spin is 0.000 eV.

Atoms and positions in Å:
C1 -0.64 0.13 -5.72
H1 2.82 -1.59 9.37
H2 -2.42 4.52 4.97
H3 0.11 -3.23 2.46
C2 -3.33 4.14 1.23
H4 4.02 -1.57 6.60
C3 -2.25 3.40 1.76
B1 -0.31 1.09 2.55
H5 -1.84 1.84 -5.30
H6 1.11 -1.50 8.98
C4 -0.99 0.99 -3.50
H7 -2.11 3.59 -3.76
H8 -1.09 3.06 3.57
C5 -4.06 4.98 2.04
H9 3.22 -1.82 -0.94
C6 -1.94 3.56 3.13
H10 -3.57 4.04 0.19
H11 4.56 -0.61 7.98
C7 2.43 -0.46 7.59
C8 1.71 0.54 5.39
H12 -2.90 3.51 -2.18
N1 -1.27 1.67 -1.21
H13 1.71 -3.59 -1.34
O1 -0.97 0.02 3.09
C9 -2.57 2.92 -3.03
C10 2.02 -2.99 3.47
H14 2.58 1.72 7.74
H15 0.26 -2.05 7.01
H16 0.54 -4.53 3.57
H17 2.95 -3.54 3.59
C11 2.77 -1.40 -0.04
Pt1 -0.12 0.04 -0.76
C12 -2.68 4.40 3.92
H18 -0.02 -3.22 -1.56
C13 -1.53 2.51 0.89
H19 -0.60 -4.36 0.56
C14 -3.75 5.12 3.38
H20 0.63 -1.62 -5.80
C15 0.16 -0.88 -5.18
H21 1.26 1.02 8.69
H22 -4.89 5.54 1.62
H23 2.53 1.25 5.45
H24 2.18 -2.58 8.06
C16 -0.25 -0.28 4.24
C17 1.50 -0.42 6.38
O2 0.81 1.45 3.26
C18 -1.60 1.87 -2.61
H25 0.98 -1.65 -3.35
C19 0.77 -3.38 -0.83
H26 -1.32 -1.93 5.11
C20 3.44 -1.92 1.21
H27 0.35 -5.45 -0.46
C21 0.82 0.58 4.34
H28 2.80 -0.31 -0.11
H29 4.20 0.19 6.45
H30 1.68 -2.66 4.46
C22 -0.48 -1.25 5.18
C23 0.39 -4.52 0.11
H31 2.94 0.85 9.24
H32 -4.32 5.78 4.01
C24 0.92 -3.85 2.81
H33 4.42 -1.45 1.36
C25 0.42 -1.30 6.25
N2 -0.19 -0.01 -2.98
S1 2.38 -1.47 2.60
S2 0.98 -1.80 0.06
S3 1.59 -4.82 1.43
H34 -3.44 2.46 -3.51
C26 -1.21 1.06 -4.89
C27 2.29 0.87 8.36
C28 0.36 -0.89 -3.81
C29 3.89 -0.62 7.12
H35 3.55 -3.00 1.22
N3 -1.77 2.55 -0.42
O3 -0.62 1.62 1.31
C30 2.11 -1.60 8.55
H36 -0.80 0.17 -6.79

=====

Number 1: calculated total energy -5596.20505 Eh, largest force on an atom 0.0394 hartree/bohr. Number 2: calculated total energy -2102.83138 Eh, largest force on an atom 0.0231 hartree/bohr. Number 3: calculated total energy -2456.65455 Eh, largest force on an atom 0.0479 hartree/bohr. Number 4: calculated total energy -3178.76431 Eh, largest force on an atom 0.0213 hartree/bohr. Number 5: calculated total energy -5606.15338 Eh, largest force on an atom 0.0119 hartree/bohr. Number 6: calculated total energy -2892.96739 Eh, largest force on an atom 0.0115 hartree/bohr.